[1]
Here is 2 unconnected molecules or ions with the total composition CH5F2N2O2PS in a non-equilibrium geometry from the Open Molecules 2025 dataset. Energies are from ωB97M-V/def2-TZVPD.

```
! RIJCOSX wB97M-V def2-TZVPD def2/J DEFGRID3
* xyz 0 1
C -1.091 -0.291 1.854
N 0.680 -0.663 -2.807
N 0.742 0.565 -0.115
O 1.452 -1.001 1.850
O 0.035 -1.643 -0.153
F -1.372 -0.112 -1.456
F 0.610 3.149 -1.124
P 0.207 -0.376 -1.379
S 0.434 -0.582 0.958
H -0.887 0.415 2.652
H -1.813 0.105 1.148
H -1.417 -1.244 2.257
H 1.672 -0.617 -2.953
H 0.746 2.294 -0.732
*
```

Output
HOMO in eV: -11.14
F_max in hartree/bohr: 0.0386
Kohn-Sham gap in eV: 11.34
LUMO level in eV: 0.2
E in eV: -33752.5593

Formally, the Mulliken partial charges of the atoms, in units of the elementary charge, are as follows: -0.8108, -0.7179, -0.6814, -0.5582, -0.3901, -0.2656, -0.4163, 0.9676, 1.0688, 0.3308, 0.3212, 0.3362, 0.2724, 0.5433

---

[2]
Here is a molecular structure, C12H16ClN2O2RhS in a non-equilibrium geometry from the Open Molecules 2025 dataset. Energies are from ωB97M-V/def2-TZVPD.

```
! RIJCOSX wB97M-V def2-TZVPD def2/J DEFGRID3
* xyz 1 2
Rh -1.779 -0.369 -1.273
Cl -2.290 4.848 3.973
C -2.212 3.445 2.971
C -2.519 2.187 3.519
C -2.484 1.056 2.746
C -2.162 1.126 1.375
O -2.170 0.024 0.670
C -1.810 2.394 0.839
C -1.374 2.568 -0.503
O -1.285 1.702 -1.397
C -1.848 3.546 1.660
H -2.786 2.118 4.566
H -2.716 0.086 3.162
H -1.064 3.580 -0.786
H -1.589 4.510 1.241
C 2.164 -2.944 -1.699
C 2.148 -1.778 -0.716
C 2.473 -2.266 0.690
C 3.131 -0.688 -1.148
N 0.762 -1.241 -0.620
N 0.178 -0.855 -1.858
H 3.103 -3.486 -1.599
H 2.103 -2.618 -2.741
H 1.353 -3.642 -1.486
H 3.492 -2.648 0.724
H 1.790 -3.061 0.988
H 2.394 -1.454 1.416
H 4.154 -1.059 -1.116
H 3.068 0.175 -0.481
H 2.940 -0.352 -2.171
H 0.725 -0.443 0.009
H 0.252 -1.633 -2.505
H 0.599 -0.031 -2.293
S -3.896 -1.617 -3.581
C -2.850 -1.180 -2.578
*
```

Output
HOMO (spin up / spin down) in eV: -11.43 / -11.44
F_max in hartree/bohr: 0.0278
Kohn-Sham gap (spin up / spin down) in eV: 6.47 / 6.45
LUMO level (spin up / spin down) in eV: -5.0 / -5.0
E in eV: -46135.6956
⟨S²⟩: 0.757

Formally, the Mulliken partial charges of the atoms, in units of the elementary charge, are as follows: 0.6878, -0.1860, 0.1182, -0.4953, -0.5985, 0.8464, -0.7842, 0.4825, 0.0231, -0.5696, -0.9022, 0.4249, 0.4527, 0.3967, 0.3920, -1.9036, 1.3801, -1.6205, -1.5621, -0.0135, -0.5002, 0.4533, 0.4394, 0.4329, 0.4113, 0.4027, 0.3998, 0.4068, 0.3828, 0.3964, 0.3316, 0.2596, 0.2777, -0.0889, 0.4257

---

[3]
Here is 2 unconnected molecules or ions with the total composition C4H2O2P in a non-equilibrium geometry from the Open Molecules 2025 dataset. Energies are from ωB97M-V/def2-TZVPD.

```
! RIJCOSX wB97M-V def2-TZVPD def2/J DEFGRID3
* xyz -1 1
C -1.814 0.749 -2.529
C 1.949 0.214 2.170
C -0.911 1.562 -2.400
C 1.200 0.676 1.328
O 1.404 3.020 -2.004
O -0.774 3.671 -0.719
P 0.130 2.622 -1.320
H -2.618 0.440 -3.207
H 2.129 -0.177 3.171
*
```

Output
HOMO (spin up / spin down) in eV: -4.63 / -4.63
F_max in hartree/bohr: 0.0702
Kohn-Sham gap (spin up / spin down) in eV: 6.39 / 6.39
LUMO level (spin up / spin down) in eV: 1.8 / 1.8
E in eV: -17559.6979

Formally, the Mulliken partial charges of the atoms, in units of the elementary charge, are as follows: -0.0837, -0.5356, -0.2214, -0.4103, -0.5374, -0.5324, 0.8696, 0.2668, 0.1844

---

[4]
Here is a molecular structure, C12H10BrIN3O3OsSSe in a non-equilibrium geometry from the Open Molecules 2025 dataset. Energies are from ωB97M-V/def2-TZVPD.

```
! RIJCOSX wB97M-V def2-TZVPD def2/J DEFGRID3
* xyz 0 2
Os -0.516 0.090 0.242
N 1.590 0.800 0.015
C 2.449 -0.391 -0.226
C 1.741 -1.332 -1.192
O 2.332 -1.912 -2.086
N 0.411 -1.347 -0.944
C -0.444 -1.860 -2.002
C -1.175 -0.644 -2.587
O -1.599 -0.514 -3.701
O -1.329 0.299 -1.644
H 1.671 1.511 -0.708
H 1.893 1.218 0.888
H 2.527 -0.901 0.737
H 3.442 -0.123 -0.578
H -1.173 -2.573 -1.607
H 0.161 -2.365 -2.752
S 0.394 1.404 3.214
C -0.138 0.697 1.933
Br -0.767 4.778 0.965
C -1.867 4.055 2.322
C -1.932 4.732 3.531
C -2.687 4.213 4.571
C -3.374 3.020 4.412
C -3.319 2.348 3.202
C -2.571 2.867 2.154
I -2.506 1.805 0.368
H -1.384 5.656 3.651
H -2.730 4.746 5.511
H -3.950 2.601 5.225
H -3.839 1.408 3.085
Se -1.525 -1.836 1.306
C -2.352 -1.149 2.810
N -2.870 -0.732 3.753
*
```

Output
HOMO (spin up / spin down) in eV: -8.50 / -8.42
F_max in hartree/bohr: 0.0371
Kohn-Sham gap (spin up / spin down) in eV: 7.21 / 6.66
LUMO level (spin up / spin down) in eV: -1.3 / -1.8
E in eV: -180009.9621
⟨S²⟩: 0.761

Formally, the Mulliken partial charges of the atoms, in units of the elementary charge, are as follows: 0.9298, -0.6776, -0.5755, 0.4819, -0.6877, -0.1281, -0.5942, 0.5865, -0.6457, -0.6329, 0.2731, 0.3079, 0.2302, 0.4084, 0.2216, 0.4243, -0.2267, 0.3658, -0.1487, 0.2072, -0.3975, -0.4810, -0.7156, -0.3323, 0.1463, 0.3661, 0.4035, 0.3838, 0.4007, 0.4366, -0.0906, 0.2473, -0.4869

---

[5]
Here is a molecular structure, C5H12O2 in a non-equilibrium geometry from the Open Molecules 2025 dataset. Energies are from ωB97M-V/def2-TZVPD.

```
! RIJCOSX wB97M-V def2-TZVPD def2/J DEFGRID3
* xyz 0 1
C 2.354 0.220 1.349
C 0.915 0.652 1.079
C 0.357 -0.073 -0.157
O 0.279 -1.427 -0.019
C -0.997 0.392 -0.599
C -1.499 -0.148 -1.906
O -1.919 -0.605 0.592
H 2.392 -0.871 1.415
H 3.022 0.531 0.536
H 2.738 0.649 2.282
H 0.285 0.405 1.944
H 0.858 1.740 0.931
H 0.905 0.354 -1.050
H -0.974 -1.318 0.500
H -1.175 1.464 -0.433
H -1.189 -1.193 -1.981
H -2.585 -0.047 -1.922
H -1.113 0.403 -2.774
H -2.655 -1.128 0.212
*
```

Output
HOMO in eV: -8.79
F_max in hartree/bohr: 0.0351
Kohn-Sham gap in eV: 9.36
LUMO level in eV: 0.6
E in eV: -9472.2192

Formally, the Mulliken partial charges of the atoms, in units of the elementary charge, are as follows: -1.2251, -0.3485, 0.1795, -0.8335, 0.0704, -1.3404, -0.6579, 0.2946, 0.3072, 0.3738, 0.2501, 0.3120, 0.2614, 0.5082, 0.3958, 0.3156, 0.3923, 0.3781, 0.3665

---

[6]
Here is 2 unconnected molecules or ions with the total composition C2H7NO2 from the Open Molecules 2025 dataset. Energies are from ωB97M-V/def2-TZVPD.

```
! RIJCOSX wB97M-V def2-TZVPD def2/J DEFGRID3
* xyz 0 1
O -0.208 1.850 0.950
C -1.372 1.664 1.189
H -2.121 2.398 0.852
H -1.675 0.756 1.735
N -0.309 -0.866 -0.793
C 1.018 -1.295 -0.485
O 2.028 -0.307 -0.605
H -0.722 -0.190 -0.176
H -0.548 -0.713 -1.759
H 1.004 -1.705 0.530
H 1.256 -2.108 -1.168
H 1.648 0.516 -0.269
*
```

Output
HOMO in eV: -9.46
F_max in hartree/bohr: 0.0119
Kohn-Sham gap in eV: 9.72
LUMO level in eV: 0.3
E in eV: -7771.3273

Formally, the Mulliken partial charges of the atoms, in units of the elementary charge, are as follows: -0.3756, -0.2347, 0.2654, 0.3198, -0.4291, -0.2538, -0.5169, 0.1471, 0.2084, 0.2641, 0.3049, 0.3004

---

[7]
Here is 2 unconnected molecules or ions with the total composition C3H9OS from the Open Molecules 2025 dataset. Energies are from ωB97M-V/def2-TZVPD.

```
! RIJCOSX wB97M-V def2-TZVPD def2/J DEFGRID3
* xyz -1 1
C 1.181 -2.205 0.854
S -0.165 -2.067 -0.352
H 2.009 -2.801 0.484
H 1.561 -1.213 1.120
H 0.870 -2.653 1.794
C -1.264 1.203 -0.483
O -1.494 0.495 0.690
C 0.178 1.654 -0.652
H -1.547 0.612 -1.363
H -1.903 2.081 -0.498
H -1.116 -0.425 0.535
H 0.898 0.838 -0.645
H 0.332 2.134 -1.623
H 0.461 2.347 0.138
*
```

Output
HOMO in eV: -2.63
F_max in hartree/bohr: 0.0139
Kohn-Sham gap in eV: 6.83
LUMO level in eV: 4.2
E in eV: -16140.4803

Formally, the Mulliken partial charges of the atoms, in units of the elementary charge, are as follows: -0.7643, -0.6495, 0.2426, 0.1909, 0.2308, -0.3623, -0.5259, -0.7654, 0.2745, 0.3010, 0.0989, 0.1689, 0.3240, 0.2358

---

[8]
Here is C7H7ClN2O2 in the gas phase in a non-equilibrium geometry from the Open Molecules 2025 dataset. Energies are from ωB97M-V/def2-TZVPD.

```
! RIJCOSX wB97M-V def2-TZVPD def2/J DEFGRID3
* xyz 0 1
C 0.849 0.868 0.779
C 0.907 2.182 0.938
C -0.513 0.172 1.131
C -2.108 0.063 -0.667
C 2.912 -0.418 -0.543
C 1.654 -0.232 0.224
C -1.585 -1.118 -1.408
N -1.606 0.632 0.329
N 0.985 -1.400 0.378
O 1.201 -2.509 0.002
O -0.237 -1.204 1.063
Cl 3.862 0.980 -0.762
H 1.832 2.677 0.726
H 0.097 2.621 1.402
H -0.898 0.242 2.247
H -2.960 0.631 -1.097
H -0.556 -1.219 -1.521
H -1.965 -1.044 -2.488
H -1.869 -1.924 -0.734
*
```

Output
HOMO (spin up / spin down) in eV: -8.77 / -8.77
F_max in hartree/bohr: 0.0579
Kohn-Sham gap (spin up / spin down) in eV: 7.41 / 7.41
LUMO level (spin up / spin down) in eV: -1.4 / -1.4
E in eV: -26962.1140

Formally, the Mulliken partial charges of the atoms, in units of the elementary charge, are as follows: 0.6025, -1.1903, 0.0364, 0.0936, -0.5901, 0.3033, -0.9801, -0.4194, 0.8107, -0.5588, -0.3141, -0.0873, 0.3068, 0.3891, 0.3235, 0.3939, 0.2935, 0.2958, 0.2909